C10H25N5O5 | ωB97M-V/def2-TZVPD

As for the spin multiplicity: 1. For the electronic energy, the calculation gives -28466.0747 eV. For the relative energy (zero: lowest compared OMol25 entry of this formula, charge and spin), the calculation gives 0.00 kcal/mol. The frontier orbital gap is 9.744 eV.

```
45
Properties=species:S:1:pos:R:3:forces:R:3
C 8.32348 13.04408 10.39330 -0.95 2.15 0.07
C 9.07150 11.92990 9.81903 1.28 -2.65 0.56
N 10.40342 11.85436 10.16563 -1.43 -1.05 -1.19
O 8.52515 11.00840 9.17491 0.51 1.44 0.76
H 7.57617 12.79534 11.16844 0.05 -0.54 -0.88
H 7.84380 13.52958 9.49626 0.17 -0.10 1.24
H 8.95286 13.75226 10.96531 -0.01 -0.13 -0.80
H 10.91934 11.09290 9.71570 0.10 0.35 0.07
H 10.89350 12.61677 10.56405 0.23 0.55 0.25
C 11.15521 11.93138 4.75328 0.85 0.20 -0.63
C 12.23183 12.71366 5.50574 -1.23 0.14 1.31
N 12.67739 12.04513 6.61214 0.07 -0.32 -0.59
O 12.49247 13.87484 5.28176 0.42 0.00 -0.44
H 10.20457 12.50868 4.75841 0.61 -0.71 0.23
H 11.12768 10.88874 5.11777 -0.60 0.59 -0.18
H 11.52004 11.90644 3.71766 -0.34 -0.07 0.07
H 13.39709 12.39714 7.21112 0.16 0.32 0.02
H 12.39260 11.09293 6.73409 0.02 -0.12 0.35
C 14.01850 8.46390 10.88134 -0.59 1.11 1.22
C 15.08791 9.14604 10.10539 0.90 1.59 1.65
N 14.65993 9.54619 8.89584 -0.44 0.22 -2.86
O 16.14549 9.48154 10.65239 -0.68 -0.90 -1.37
H 14.02319 7.41122 10.64743 -0.30 -0.36 0.18
H 13.05744 8.96756 10.66052 0.25 -0.70 -0.15
H 14.21587 8.70357 11.94440 -0.01 -0.73 -0.49
H 13.65619 9.52725 8.61962 0.90 -0.33 0.71
H 15.27271 9.72015 8.08898 -0.01 0.17 1.18
C 7.27053 6.86106 10.78574 0.35 1.41 -0.36
C 6.59532 6.58402 9.43425 -0.54 -1.16 0.84
N 5.26987 6.14791 9.60481 2.64 0.79 -1.21
O 7.20332 6.54020 8.36734 -0.94 0.32 1.08
H 8.24717 6.32879 10.72633 -0.79 0.32 0.52
H 6.61442 6.60891 11.64125 0.66 -0.30 -0.48
H 7.48321 7.96571 10.91612 -0.07 -1.14 -0.41
H 4.85541 5.82105 8.76436 -0.82 -0.14 -0.34
H 4.78008 6.28313 10.45616 -0.34 -0.02 0.30
C 11.87249 7.58469 7.39336 0.06 0.38 0.91
C 11.10558 8.70516 8.11444 -1.02 1.23 -0.02
N 9.72538 8.68381 8.23303 1.49 -0.57 0.26
O 11.74466 9.70778 8.49887 -0.28 -0.52 0.04
H 11.23222 7.29656 6.58870 -0.16 -0.52 -0.79
H 11.95310 6.71802 8.09287 0.23 0.62 -0.60
H 12.88414 7.93899 7.00302 -1.49 -0.49 0.78
H 9.21365 7.84078 7.95020 0.19 0.59 0.30
H 9.21966 9.45188 8.78102 0.90 -0.87 -1.09
```
Positions in Å, forces in eV/Å.

***

C38H42AsBClN9O2S2Sc | ωB97M-V/def2-TZVPD

As for the spin multiplicity: 1. For the electronic energy, the calculation gives -174007.9708 eV. As for the charge: -1. For the relative energy (zero: lowest compared OMol25 entry of this formula, charge and spin), the calculation gives 47.31 kcal/mol. The frontier orbital gap is 5.832 eV.

```
97
Properties=species:S:1:pos:R:3:forces:R:3
Sc -1.16620 -0.12410 0.55640 -1.13 -0.86 0.56
B 1.79370 0.10490 2.81610 -0.12 -0.20 0.02
N 0.41880 0.25310 3.46190 0.30 -0.11 0.13
C 0.14110 0.69560 4.69470 -0.20 0.02 0.29
C -1.22550 0.68700 4.86740 0.10 0.07 0.00
C -1.72110 0.21480 3.65360 -0.07 -0.20 0.19
N -0.71460 -0.05400 2.82550 -0.70 0.07 -0.16
N 2.12280 1.47060 2.08510 -0.12 0.10 0.48
C 2.13130 2.64040 2.71300 0.15 0.22 -0.23
C 2.62980 3.62270 1.87220 0.13 -0.14 0.01
C 2.90330 2.96720 0.69250 0.02 0.06 0.45
N 2.58400 1.67700 0.85300 0.19 0.72 -0.36
H 2.61740 0.00710 3.68050 0.18 -0.13 0.16
H 1.77500 -0.80070 2.04450 0.11 -0.09 -0.20
H 0.91740 0.95590 5.38590 0.27 0.03 0.07
H -1.78200 0.97450 5.73540 -0.09 0.05 0.19
H -2.74330 0.03110 3.35630 0.13 0.03 -0.18
H 1.76910 2.71910 3.71680 -0.06 -0.08 0.21
H 2.75930 4.66170 2.08650 -0.04 0.22 0.00
H 3.27890 3.34520 -0.23510 0.01 -0.05 -0.26
N -6.15730 4.02850 -1.54640 -0.23 0.09 -0.05
C -4.84940 3.82050 -1.12640 0.25 0.11 0.16
C -4.59790 3.16060 0.07200 0.19 0.07 -0.07
C -3.30000 2.88220 0.46550 0.05 0.33 0.05
C -2.24800 3.29570 -0.34750 0.52 -0.33 0.18
C -2.47830 4.04140 -1.48940 -0.13 0.28 -0.24
C -3.77530 4.32750 -1.86940 0.02 -0.16 0.01
S -0.62550 2.65430 -0.02740 0.40 1.30 -0.13
O 0.39830 3.66110 -0.18750 -0.60 -0.06 -0.19
O -0.66750 2.04320 1.29650 -0.36 -0.40 0.00
N -0.38240 1.34400 -0.95420 -0.47 0.25 1.43
C -0.11190 1.52050 -2.24480 0.39 0.04 -1.63
N 0.19970 0.41660 -2.95360 0.01 0.09 0.54
C 0.57630 0.58720 -4.19990 0.08 0.12 -0.31
C 0.63140 1.83190 -4.81220 -0.05 0.06 0.00
C 0.21940 2.89530 -4.02420 0.11 -0.10 -0.36
N -0.14250 2.75800 -2.76870 -0.06 -0.07 0.17
H -6.81740 3.35790 -1.18060 0.04 0.06 -0.09
H -6.25920 4.17170 -2.53930 -0.04 -0.06 0.06
H -5.41820 2.79040 0.66600 -0.11 -0.07 0.10
H -3.10430 2.34610 1.38160 -0.07 0.05 -0.11
H -1.63340 4.36570 -2.07710 -0.08 0.06 -0.02
H -3.96680 4.89720 -2.76870 -0.01 0.04 -0.08
H 0.85030 -0.31930 -4.72720 0.00 -0.04 -0.15
H 0.94480 1.96560 -5.83480 0.02 -0.03 -0.07
H 0.16970 3.90740 -4.41410 0.05 0.02 -0.11
C -3.27350 -4.71640 1.99300 -0.15 0.01 0.11
C -2.59850 -3.87580 2.86170 -0.12 -0.22 0.15
C -1.59750 -3.04310 2.40380 0.26 0.11 -0.19
C -1.27700 -2.98970 1.04420 -0.50 -0.58 0.40
C -1.96290 -3.85080 0.17590 0.11 0.09 0.03
C -2.94100 -4.70030 0.64740 -0.03 -0.13 -0.15
N -0.31470 -2.12040 0.53930 0.08 0.47 -0.11
C 0.68660 -2.72830 -0.16120 0.48 -0.01 -0.07
C 1.12720 -4.03330 0.14200 -0.14 0.04 0.09
C 2.18300 -4.60500 -0.52960 0.11 -0.09 -0.04
C 2.86490 -3.90360 -1.51430 0.19 -0.12 -0.19
C 2.44130 -2.62260 -1.83660 0.19 -0.09 -0.10
C 1.36920 -2.04940 -1.18660 -0.34 0.10 0.12
H -4.05160 -5.37300 2.36150 -0.01 -0.01 -0.02
H -2.84130 -3.89100 3.91610 0.00 0.02 0.08
H -1.03310 -2.43420 3.09330 -0.04 0.06 0.00
H -1.69490 -3.83420 -0.87720 -0.05 -0.04 0.07
H -3.45370 -5.35530 -0.04430 -0.07 -0.06 -0.06
H 0.62040 -4.58120 0.92310 -0.01 -0.08 0.03
H 2.48150 -5.61720 -0.28110 0.05 0.00 0.03
H 3.69290 -4.36150 -2.03770 0.06 0.00 -0.03
H 2.94920 -2.07550 -2.62370 -0.01 0.05 -0.03
H 0.98440 -1.08710 -1.50240 0.06 -0.08 -0.03
C -4.23090 -2.02610 -1.76800 0.06 0.09 0.15
As -2.46830 -1.12350 -1.89540 -0.99 -0.36 -1.18
C -3.22830 0.51980 -2.67450 0.01 0.15 -0.04
C -2.06740 -2.03550 -3.67440 0.18 0.16 0.46
S -3.51570 -0.05260 0.76050 0.99 -0.31 0.18
H -4.66780 -2.16460 -2.76060 0.16 0.07 -0.05
H -4.86690 -1.38340 -1.16200 0.04 -0.06 -0.01
H -4.15390 -2.99240 -1.27240 0.09 0.03 0.02
H -4.02460 0.29070 -3.38830 0.11 -0.11 0.02
H -2.45860 1.10280 -3.17690 0.03 0.01 -0.14
H -3.63980 1.12420 -1.86600 0.02 -0.10 0.06
H -2.72130 -1.67570 -4.47230 -0.04 0.05 0.11
H -2.21740 -3.11140 -3.55640 -0.01 0.04 0.05
H -1.02950 -1.86860 -3.95230 0.08 0.03 -0.03
Cl 8.62650 -0.52790 -0.48220 0.23 -0.09 -0.04
C 6.91910 -0.24930 -0.43500 -0.48 0.17 0.06
C 6.16430 -0.77340 0.60630 0.24 0.04 -0.13
C 4.81210 -0.50510 0.66840 -0.21 0.18 -0.22
C 4.20270 0.29390 -0.29710 0.24 -0.06 -0.10
C 2.74900 0.66110 -0.15870 0.07 -0.68 -0.26
C 4.96940 0.78950 -1.34930 -0.36 -0.15 0.28
C 6.32310 0.52230 -1.42120 0.31 -0.13 0.07
H 6.64110 -1.37470 1.36180 0.07 -0.12 0.10
H 4.21130 -0.91230 1.46830 -0.04 -0.06 0.13
H 2.16420 -0.21820 0.12720 0.09 0.31 -0.09
H 2.36030 1.05420 -1.10290 -0.05 -0.07 0.21
H 4.49640 1.38330 -2.12060 -0.02 0.07 -0.04
H 6.92110 0.91560 -2.22710 0.08 0.03 -0.11
```
Positions in Å, forces in eV/Å.

***

C14H16N2OS | ωB97M-V/def2-TZVPD

As for the spin multiplicity: 1. For the electronic energy, the calculation gives -30629.7615 eV. For the relative energy (zero: lowest compared OMol25 entry of this formula, charge and spin), the calculation gives 275.60 kcal/mol. The frontier orbital gap is 8.290 eV.

```
34
Properties=species:S:1:pos:R:3:forces:R:3
C -2.00550 -1.16170 2.28536 -7.28 6.22 -1.75
C -1.53849 0.31791 1.48462 2.46 -6.61 11.53
C -1.26711 1.14381 2.73081 -7.65 4.07 -3.88
C -0.34019 -0.20926 1.00118 3.11 2.48 -6.51
C -0.55620 -1.01683 -0.38250 9.22 1.44 8.71
O -1.40380 -0.86251 -1.10986 -6.40 0.47 -4.50
N 0.67286 -1.63739 -0.62521 0.43 -2.41 -3.82
C 0.65585 -2.32185 -1.93091 5.05 -1.57 3.50
N 1.90484 -3.09316 -2.23234 -4.10 4.82 2.01
C 1.68136 -3.60209 -3.42945 -5.88 0.18 0.19
C 0.36590 -3.60658 -3.86942 -0.72 1.96 1.62
S -0.80496 -2.49153 -2.74991 3.83 -2.80 -3.19
C 0.35320 1.14857 0.50692 1.86 -2.91 1.78
C -0.17024 1.84055 -0.46394 -7.84 7.39 -8.27
C -0.00301 3.18020 -1.05083 8.02 -3.36 6.10
C 1.47910 3.66412 -0.45354 -4.23 -3.63 -0.81
C 2.28979 2.94589 0.34619 -4.84 -4.08 2.69
C 1.47712 1.63858 0.99959 7.42 1.60 0.26
H -2.23226 -1.75148 1.48638 -0.64 -2.27 -1.87
H -3.09519 -0.91954 2.85770 3.00 -0.87 -1.34
H -1.35186 -1.52733 2.91065 3.68 -1.57 3.22
H -2.25417 0.60039 0.93164 -4.86 2.14 -4.51
H -0.81900 2.04793 2.36527 -0.11 1.09 0.49
H -2.40995 1.34077 3.23715 3.31 -0.06 -1.24
H -0.71511 0.79324 3.43096 3.72 -3.00 4.32
H 0.55927 -0.50893 1.49117 -0.53 -1.36 1.66
H 1.62724 -1.71734 -0.12974 -2.66 0.50 -0.73
H 2.26761 -4.25367 -3.91106 2.95 -1.97 -1.56
H -0.10077 -4.10502 -4.66320 -0.33 -0.45 -1.11
H -1.21937 1.63496 -0.89851 1.50 -1.17 0.86
H -0.30114 3.77828 -1.86548 -1.18 -0.07 -0.67
H 1.82282 4.50525 -0.82651 1.58 4.28 -1.84
H 3.19061 3.20615 0.87788 0.19 0.22 -0.47
H 2.24077 0.99964 1.64892 -2.07 1.32 -0.89
```
Positions in Å, forces in eV/Å.

***

C5H16N2O | ωB97M-V/def2-TZVPD

As for the spin multiplicity: 1. For the electronic energy, the calculation gives -10471.2353 eV. For the relative energy (zero: lowest compared OMol25 entry of this formula, charge and spin), the calculation gives 29.67 kcal/mol. The frontier orbital gap is 9.094 eV.

```
24
Properties=species:S:1:pos:R:3:forces:R:3
C 1.57894 1.49167 -1.05549 0.20 -0.01 -0.50
C 1.33601 -0.00319 -1.06736 -1.06 -1.28 1.14
N 2.54187 -0.80677 -0.89234 0.67 0.80 0.01
C 0.21614 -0.30937 0.01590 1.15 0.35 -0.70
N -1.06306 -0.23824 -0.66228 -0.86 -0.42 0.67
C -1.56449 -1.58392 -0.98283 0.04 0.38 0.54
C -2.15693 0.48791 0.01113 -0.20 -0.65 -0.57
H 0.64896 2.04763 -0.93586 -0.13 -0.17 -0.08
H 2.21204 1.76422 -0.20862 0.11 -0.04 0.00
H 2.03657 1.83836 -1.98115 0.20 0.04 0.04
H 0.86193 -0.37462 -1.97369 0.03 0.50 -0.40
H 2.38032 -1.71210 -0.46468 0.02 0.31 0.02
H 3.27220 -0.28927 -0.40422 -0.28 -0.45 0.02
H 0.43438 -1.27994 0.48330 -0.28 -0.10 -0.07
H 0.33727 0.43400 0.79712 -0.36 0.16 0.27
H -0.77679 -2.25700 -1.31218 0.06 0.23 -0.53
H -1.97106 -2.06609 -0.07654 -0.06 0.05 0.00
H -2.38334 -1.48933 -1.69198 0.11 -0.25 -0.27
H -1.81032 1.14438 0.80127 0.14 0.17 -0.07
H -2.88620 -0.22646 0.41878 0.19 0.03 0.48
H -2.76095 1.02664 -0.72465 0.31 0.35 0.02
O -0.62099 0.86815 3.69023 0.39 -0.06 0.11
H -0.82784 -0.07926 3.74243 -0.37 0.73 -0.24
H -1.35924 1.38740 3.34692 -0.03 -0.67 0.12
```
Positions in Å, forces in eV/Å.

***

C10H13NO3 | ωB97M-V/def2-TZVPD

As for the spin multiplicity: 1. For the electronic energy, the calculation gives -18204.5608 eV. For the relative energy (zero: lowest compared OMol25 entry of this formula, charge and spin), the calculation gives 218.84 kcal/mol. The frontier orbital gap (alpha / beta) is 8.548 / 8.547 eV.

```
27
Properties=species:S:1:pos:R:3:forces:R:3
C 0.45276 -0.76029 1.63823 -1.56 1.56 -0.65
C -0.39907 0.04670 2.10259 -0.54 -0.81 -1.28
C 0.39388 0.59457 -0.84225 -3.24 -0.02 0.26
C 1.58556 -1.51428 1.16817 1.07 3.64 -1.96
C 1.11075 -2.54726 0.26135 -4.33 -2.29 -0.28
C -0.71482 2.94811 0.04503 -0.71 -1.32 -1.37
C -0.09896 3.16043 -1.32744 3.57 -3.07 3.01
C 0.48958 -1.96323 -1.02170 -0.48 -1.68 0.20
C -0.60716 1.69837 -0.92853 0.20 2.93 -0.67
C -0.24594 -0.76147 -0.64768 0.99 0.52 0.33
N -1.51751 -1.01472 -0.25880 -1.08 0.23 0.55
O 1.56752 0.71542 -1.02983 1.53 -0.08 0.06
O -2.18842 -0.08027 0.32722 -0.35 -0.26 -0.66
O -1.99106 -2.16591 -0.37445 -0.11 0.88 0.48
H -1.53585 0.36431 1.53368 1.87 -1.37 -0.92
H -0.57329 0.43165 3.03496 0.09 0.72 2.51
H 2.13396 -0.66171 0.55165 -0.16 -1.85 1.37
H 2.10361 -1.86675 2.00039 1.30 -0.54 1.36
H 1.63454 -3.38475 -0.09957 1.79 -0.82 0.40
H 0.21825 -3.00410 0.82224 1.09 0.15 -0.78
H -0.14572 2.82417 1.00540 -0.50 0.69 -1.28
H -1.75923 3.31486 0.04994 0.74 -0.34 0.77
H -0.56240 3.58994 -2.14880 -0.98 1.08 -0.98
H 1.06354 3.20262 -1.28346 -2.24 0.03 -0.45
H 1.31723 -1.83146 -1.65836 0.78 0.88 -1.14
H -0.19807 -2.73271 -1.48291 0.85 0.94 0.53
H -1.53368 1.39774 -1.43707 0.40 0.22 0.57
```
Positions in Å, forces in eV/Å.

***

C5H9N2 | ωB97M-V/def2-TZVPD

As for the spin multiplicity: 1. For the electronic energy, the calculation gives -8300.3714 eV. As for the charge: +1. For the relative energy (zero: lowest compared OMol25 entry of this formula, charge and spin), the calculation gives 123.62 kcal/mol. The frontier orbital gap (alpha / beta) is 7.967 / 7.968 eV.

```
16
Properties=species:S:1:pos:R:3:forces:R:3
C 0.99943 -0.19679 0.95539 1.00 -0.72 -0.23
C 1.23873 0.49223 -0.34696 -1.87 -0.79 1.59
C -0.16578 -0.51672 1.56068 -0.25 0.50 0.08
C -0.30550 1.62369 -1.87816 -1.41 3.10 -1.02
C -0.39318 -1.30864 2.83496 3.11 -0.50 0.14
N 0.43254 0.91540 -1.23870 1.12 -2.04 1.30
N -0.89858 1.02272 -3.13816 1.58 -1.15 -0.81
H 1.97604 -0.57205 1.36859 -1.11 0.57 -0.23
H 2.23585 0.65323 -0.57006 2.01 0.34 -0.43
H -1.04977 -0.22156 1.03353 -0.61 0.28 -0.23
H -0.17814 -0.83337 3.82162 -0.25 0.55 -0.97
H 0.56971 -1.97759 2.78426 -2.31 0.11 0.40
H -1.38711 -1.76343 2.96679 0.70 -0.20 -0.61
H -1.57993 1.68518 -3.54420 0.35 -0.47 0.37
H -1.36812 0.20196 -2.67942 0.16 0.28 -1.62
H -0.12618 0.79572 -3.93016 -2.21 0.13 2.24
```
Positions in Å, forces in eV/Å.